[1]
{"formula": "C37H45GeN6O4PS3Ta", "method": "ωB97M-V/def2-TZVPD", "species": ["Ta", "S", "C", "C", "N", "C", "S", "C", "N", "N", "P", "N", "C", "C", "C", "C", "C", "N", "C", "C", "C", "C", "C", "N", "C", "C", "C", "C", "C", "H", "H", "H", "H", "H", "H", "H", "H", "H", "H", "H", "H", "H", "H", "H", "H", "H", "H", "H", "H", "H", "H", "H", "H", "H", "H", "H", "H", "H", "H", "C", "C", "C", "C", "C", "C", "Ge", "C", "C", "C", "C", "C", "C", "C", "C", "C", "C", "C", "C", "H", "H", "H", "H", "H", "H", "H", "H", "H", "H", "H", "H", "H", "H", "H", "O", "S", "O", "O", "O"], "coordinates": [[11.89201, 13.28494, 12.44777], [10.97962, 13.05547, 14.70027], [10.60569, 11.34234, 14.57249], [10.66846, 10.60024, 15.78891], [10.74701, 9.93236, 16.71576], [10.28918, 10.71758, 13.42796], [10.08002, 11.48427, 11.86060], [10.14358, 9.30423, 13.39632], [10.27252, 8.15542, 13.24239], [13.25988, 12.08319, 12.56193], [14.76199, 11.60726, 12.92531], [15.16349, 12.03274, 14.46378], [14.60885, 13.08028, 15.27897], [14.02114, 12.46202, 16.59802], [15.10270, 11.61386, 17.32833], [15.81912, 10.62775, 16.38994], [16.25900, 11.29770, 15.13582], [14.77924, 9.96427, 12.77247], [13.50288, 9.18962, 12.87995], [13.79612, 7.69981, 13.03604], [14.75856, 7.03697, 11.98585], [15.74478, 8.09982, 11.53535], [15.99659, 9.18911, 12.53927], [15.91658, 12.24993, 11.93574], [15.59221, 12.16085, 10.51282], [16.87769, 12.03369, 9.70209], [17.73982, 13.25109, 9.94659], [17.43017, 14.00091, 11.26007], [17.16428, 12.90472, 12.34718], [13.79566, 13.57000, 14.77405], [15.33142, 13.85046, 15.48736], [13.16766, 11.90556, 16.26658], [13.63965, 13.23792, 17.27847], [14.61811, 11.10372, 18.15283], [15.81191, 12.33739, 17.69106], [15.15577, 9.78242, 16.12642], [16.70548, 10.24756, 16.89065], [16.70857, 10.59146, 14.42291], [17.01861, 12.05499, 15.36554], [12.91136, 9.40549, 11.98456], [12.95486, 9.50862, 13.72543], [12.80978, 7.23740, 13.08192], [14.25684, 7.59934, 14.05181], [14.13471, 6.69255, 11.20273], [15.24254, 6.18762, 12.42711], [15.36395, 8.60058, 10.66330], [16.66322, 7.59594, 11.20453], [16.84613, 9.81700, 12.20996], [16.29237, 8.75436, 13.50909], [14.97908, 12.97189, 10.20034], [15.01504, 11.24379, 10.28970], [16.55323, 12.02181, 8.66428], [17.37705, 11.14203, 9.92613], [17.65445, 13.96925, 9.10944], [18.80284, 12.91118, 10.02010], [16.56741, 14.69791, 11.22356], [18.28402, 14.55115, 11.59403], [17.02316, 13.39532, 13.33302], [18.00869, 12.20177, 12.49623], [7.21383, 12.04809, 8.65808], [7.55189, 13.13043, 9.48094], [8.90531, 13.40769, 9.72192], [9.88457, 12.67096, 9.03996], [9.50221, 11.59398, 8.21384], [8.16532, 11.25435, 8.07724], [11.75276, 13.00710, 9.46089], [12.77902, 11.42891, 8.77776], [12.51973, 10.12990, 9.25630], [13.01846, 8.99286, 8.65435], [13.78424, 9.14052, 7.49584], [13.95842, 10.39061, 6.93901], [13.46796, 11.52075, 7.53210], [12.42450, 14.57416, 8.35843], [13.75749, 15.13081, 8.41531], [14.20697, 16.01068, 7.39923], [13.35544, 16.35164, 6.35182], [12.03910, 15.92560, 6.34272], [11.57541, 14.99208, 7.29414], [6.20051, 11.85086, 8.43356], [6.80784, 13.67003, 9.97632], [9.15371, 14.19418, 10.36062], [10.32501, 10.99139, 7.69821], [7.96015, 10.31172, 7.49957], [11.85663, 10.01362, 10.12371], [12.80727, 8.00400, 9.05297], [14.19014, 8.29485, 6.91107], [14.59107, 10.40724, 6.04573], [13.66819, 12.48592, 7.05722], [14.38799, 14.76726, 9.19948], [15.24214, 16.34536, 7.45769], [13.63137, 17.04502, 5.58509], [11.38372, 16.30639, 5.58782], [10.58633, 14.59815, 7.19838], [13.23838, 14.68300, 11.73534], [12.55839, 15.91254, 12.28899], [13.55036, 16.44278, 13.23987], [12.18526, 16.71444, 11.16286], [11.28071, 15.28894, 12.92092]], "lumo_ha": [-0.0285, -0.1187], "e_homo_ev": [-8.27, -8.88], "homo_lumo_gap_ev": [7.499, 5.646], "multiplicity": 2, "largest_force_ev_per_a": 4.4}



[2]
{"formula": "C25H25BiN6S6", "method": "ωB97M-V/def2-TZVPD", "species": ["Bi", "N", "C", "N", "C", "N", "N", "C", "C", "C", "C", "C", "C", "N", "C", "C", "C", "C", "C", "C", "H", "H", "H", "H", "H", "H", "H", "H", "H", "H", "H", "S", "C", "S", "C", "C", "S", "S", "S", "C", "C", "C", "C", "C", "C", "N", "H", "H", "H", "H", "H", "H", "H", "H", "C", "S", "C", "H", "H", "H", "H", "H", "H"], "coordinates": [[-0.31962, 0.98730, -0.65668], [1.29702, -3.79828, 0.04795], [1.51981, -2.48483, -0.16985], [1.03896, -1.52419, 0.52184], [0.13692, -1.81775, 1.53408], [-0.37370, -0.86987, 2.23263], [-0.24639, 0.39485, 1.94368], [0.37103, 1.24565, 2.66989], [0.40892, 2.64331, 2.30767], [1.02859, 3.58316, 3.13940], [1.02114, 4.91326, 2.76341], [0.39551, 5.27450, 1.57882], [-0.13846, 4.26789, 0.78988], [-0.12740, 2.99863, 1.13940], [-0.15192, -3.20692, 1.85602], [-0.97276, -3.58934, 2.91406], [-1.12908, -4.92481, 3.22920], [-0.49890, -5.90239, 2.46985], [0.29103, -5.54473, 1.39354], [0.47481, -4.20113, 1.08985], [1.66846, -4.49159, -0.58606], [2.19455, -2.25102, -0.98386], [0.91902, 0.94075, 3.56163], [1.50365, 3.26731, 4.05557], [1.49540, 5.66076, 3.38123], [0.33467, 6.30532, 1.27354], [-0.59604, 4.48414, -0.16661], [-1.46312, -2.81652, 3.48253], [-1.73419, -5.21740, 4.07402], [-0.62984, -6.94810, 2.71322], [0.79083, -6.30126, 0.80308], [-3.78521, 6.54708, -4.01403], [-3.11653, 5.21221, -3.36062], [-3.67874, 4.45436, -1.88810], [-2.45829, 3.19584, -1.82441], [-1.55805, 3.17864, -2.82642], [-0.21935, 2.07998, -3.01803], [-1.73636, 4.40895, -4.06427], [-2.57578, 2.09868, -0.46639], [0.32883, -1.29413, -3.12235], [-0.74286, -1.74276, -2.19212], [-1.40304, -2.94504, -2.13917], [-2.36256, -2.84112, -1.11169], [-2.26075, -1.57742, -0.58963], [-3.10892, -0.96714, 0.46507], [-1.27476, -0.89916, -1.25388], [0.81112, -2.15036, -3.58717], [1.07744, -0.69600, -2.60283], [-0.07843, -0.66948, -3.91663], [-1.24341, -3.78946, -2.78340], [-3.05570, -3.59441, -0.79032], [-3.65699, -1.74936, 0.98258], [-3.82469, -0.28333, 0.01329], [-2.52859, -0.41211, 1.19886], [3.53999, 2.11721, -2.47747], [2.98369, 2.22117, -0.75048], [3.98817, 0.87289, -0.06667], [4.60459, 2.33383, -2.51900], [2.97822, 2.85238, -3.04394], [3.32827, 1.12505, -2.86595], [3.84604, -0.01734, -0.67352], [3.63879, 0.68477, 0.94421], [5.03494, 1.16890, -0.05847]], "lumo_ha": -0.0233, "e_homo_ev": -6.87, "homo_lumo_gap_ev": 6.235, "multiplicity": 1, "largest_force_ev_per_a": 2.5}